1.
An isolated molecule of C5H7ClO2 at a distorted geometry. Source: OMol25; level of theory: ωB97M-V with the def2-TZVPD basis set.

Output
largest force on an atom	0.0294	Eh/bohr
energy	-805.3545	hartree
SMILES	O[C@H]1COC=C1CCl
LUMO level	0.023	hartree
HOMO-LUMO gap	9.383	eV
E_HOMO	-8.76	eV
energy above the lowest of the compared OMol25 structures with the same formula, charge and spin	87.82	kJ/mol

Last column: natural (NBO) charge in e.
Atoms and positions in Å:
C1 -0.67 0.49 0.32  0.05
C2 -1.67 -0.69 0.16  -0.10
C3 0.38 -1.48 -0.32  0.17
C4 0.61 -0.19 -0.07  -0.17
C5 1.86 0.60 -0.08  -0.36
H1 -1.64 2.10 -0.27  0.47
H2 -0.63 0.88 1.34  0.17
H3 -2.46 -0.43 -0.57  0.20
H4 -2.17 -0.93 1.14  0.19
H5 1.05 -2.23 -0.68  0.21
H6 1.88 1.13 0.84  0.21
H7 1.86 1.33 -0.87  0.23
O1 -0.86 1.60 -0.57  -0.72
O2 -0.94 -1.84 -0.29  -0.49
Cl1 3.40 -0.35 -0.06  -0.08

2.
An isolated molecule of C5H7ClOS at a distorted geometry. Source: OMol25; level of theory: ωB97M-V with the def2-TZVPD basis set.

Output
largest force on an atom	0.0620	Eh/bohr
energy	-1128.1934	hartree
SMILES	Cl[C@@H]1[C@H]2CSCO[C@H]12
LUMO level	0.023	hartree
HOMO-LUMO gap	9.597	eV
E_HOMO	-8.97	eV
energy above the lowest of the compared OMol25 structures with the same formula, charge and spin	353.89	kJ/mol

Last column: natural (NBO) charge in e.
Atoms and positions in Å:
C1 -1.76 0.27 0.41  -0.19
C2 -0.39 0.84 -0.21  -0.32
C3 0.96 1.51 -0.02  -0.41
C4 1.07 -1.55 -0.48  -0.20
C5 -0.49 -0.38 0.82  0.08
H1 -2.29 0.70 1.22  0.22
H2 -0.45 0.45 -1.26  0.22
H3 0.96 2.08 1.00  0.23
H4 1.21 2.18 -0.83  0.22
H5 1.63 -2.49 -0.42  0.22
H6 0.55 -1.74 -1.43  0.18
H7 -0.18 -0.02 1.83  0.18
O1 0.07 -1.59 0.56  -0.51
S1 2.18 -0.04 -0.53  0.08
Cl1 -3.09 -0.23 -0.66  -0.01

3.
A cluster of 2 separate species, C5H7F2N2OS in total at a distorted geometry. Source: OMol25; level of theory: ωB97M-V with the def2-TZVPD basis set.

Output
largest force on an atom	0.1461	Eh/bohr
energy	-977.0328	hartree
net charge	+1
LUMO level	-0.275	hartree
HOMO-LUMO gap	5.425	eV
E_HOMO	-12.91	eV
energy above the lowest of the compared OMol25 structures with the same formula, charge and spin	235.69	kJ/mol

Last column: natural (NBO) charge in e.
Atoms and positions in Å:
C1 -1.65 -1.13 0.00  -0.10
C2 -0.29 -1.20 -0.20  0.04
C3 -0.83 0.89 0.00  0.39
C4 -0.85 2.39 0.17  -0.67
C5 0.64 -2.36 -0.42  0.02
N1 0.20 0.12 -0.34  -0.50
N2 -1.84 0.18 0.21  -0.47
O1 3.02 0.29 1.34  -0.65
F1 1.98 -1.99 -0.19  -0.38
F2 3.23 1.64 -0.78  -0.45
S1 3.03 0.15 -0.04  1.90
H1 -2.23 -2.02 0.39  0.26
H2 0.19 2.92 0.01  0.25
H3 -1.55 2.89 -0.49  0.25
H4 -1.17 2.72 1.18  0.25
H5 0.59 -2.92 -1.49  0.22
H6 0.37 -3.09 0.42  0.21
H7 -2.83 0.51 0.23  0.44

4.
A structure of composition C5H7F2NO2 at a distorted geometry. Source: OMol25; level of theory: ωB97M-V with the def2-TZVPD basis set.

Output
largest force on an atom	0.0806	Eh/bohr
energy	-599.5958	hartree
LUMO level	0.002	hartree
HOMO-LUMO gap	10.397	eV
E_HOMO	-10.34	eV
energy above the lowest of the compared OMol25 structures with the same formula, charge and spin	238.58	kJ/mol

Last column: natural (NBO) charge in e.
Atoms and positions in Å:
C1 -0.05 -1.27 2.18  0.77
C2 0.77 1.44 -1.61  -0.48
C3 -0.42 1.57 -0.75  0.18
C4 0.09 0.20 -1.08  0.46
C5 -0.65 -1.20 0.75  -0.35
N1 0.34 -0.82 -0.29  -0.60
O1 -0.66 -1.78 3.05  -0.54
O2 1.14 -0.75 2.33  -0.66
F1 -1.60 2.09 -1.06  -0.30
F2 -0.98 -0.35 -2.37  -0.55
H1 0.41 1.51 -2.62  0.28
H2 1.74 1.84 -1.24  0.24
H3 -0.19 1.67 0.27  0.15
H4 -1.47 -0.54 0.46  0.26
H5 -0.96 -2.24 0.66  0.24
H6 1.20 -1.36 -0.33  0.41
H7 1.28 -0.01 1.65  0.49

5.
A cluster of 2 separate species, C5H7F3O5S in total at a distorted geometry. Source: OMol25; level of theory: ωB97M-V with the def2-TZVPD basis set.

Output
largest force on an atom	0.0508	Eh/bohr
energy	-1268.5870	hartree
LUMO level (spin up / spin down)	-0.051 / -0.051	hartree
HOMO-LUMO gap (spin up / spin down)	7.232 / 7.233	eV
E_HOMO (spin up / spin down)	-8.61 / -8.61	eV
energy above the lowest of the compared OMol25 structures with the same formula, charge and spin	57.24	kJ/mol

Last column: natural (NBO) charge in e.
Atoms and positions in Å:
C1 0.50 1.01 0.47  0.72
C2 2.77 1.39 1.09  -0.27
C3 0.11 -1.90 -1.74  -0.28
C4 -0.83 1.18 0.87  -0.87
C5 -0.93 -1.82 0.38  1.22
O1 0.88 0.44 -0.55  -0.69
O2 -3.31 0.56 0.49  -0.93
O3 -1.80 0.16 -1.39  -0.97
O4 1.38 1.50 1.39  -0.52
O5 0.12 -1.81 -0.30  -0.37
F1 -0.83 -1.97 1.68  -0.23
F2 -2.12 -2.10 -0.06  -0.23
F3 -2.40 2.44 -0.78  -0.51
S1 -2.13 0.92 -0.22  2.38
H1 3.17 2.40 0.94  0.19
H2 2.90 0.80 0.19  0.21
H3 3.26 0.91 1.94  0.18
H4 1.14 -1.71 -2.03  0.24
H5 -0.54 -1.12 -2.14  0.28
H6 -0.23 -2.89 -2.04  0.20
H7 -1.10 1.61 1.81  0.26

6.
A structure of composition C5H7F9INO2SSb at a distorted geometry. Source: OMol25; level of theory: ωB97M-V with the def2-TZVPD basis set.

Output
largest force on an atom	0.0565	Eh/bohr
energy	-2234.8403	hartree
net charge	-1
LUMO level	0.101	hartree
HOMO-LUMO gap	7.901	eV
E_HOMO	-5.14	eV

Last column: natural (NBO) charge in e.
Atoms and positions in Å:
N1 -3.91 1.36 0.18  -0.84
C1 -3.80 -0.05 0.62  -0.57
Sb1 -1.69 -0.58 0.96  0.87
I1 -2.05 -3.00 -0.44  -0.51
S1 0.73 -1.13 1.55  1.65
O1 1.19 -0.17 2.54  -0.96
O2 0.71 -2.45 2.13  -0.96
C2 1.96 -1.30 0.12  0.40
F1 2.81 -2.25 0.47  -0.31
F2 1.35 -1.74 -0.95  -0.31
C3 2.85 -0.08 -0.21  0.57
F3 3.82 -0.50 -1.01  -0.31
F4 3.47 0.31 0.88  -0.29
C4 2.15 1.16 -0.79  0.55
F5 3.03 2.16 -0.73  -0.30
F6 1.11 1.53 -0.08  -0.28
C5 1.70 1.09 -2.27  0.92
F7 1.43 2.34 -2.64  -0.32
F8 0.62 0.42 -2.44  -0.28
F9 2.63 0.65 -3.08  -0.30
H1 -3.53 1.44 -0.75  0.35
H2 -3.26 1.89 0.76  0.35
H3 -4.14 -0.67 -0.21  0.20
H4 -4.43 -0.22 1.49  0.19
H5 -2.06 -1.36 2.48  -0.13
H6 -1.48 0.90 1.88  -0.21
H7 -1.23 0.28 -0.48  -0.18

7.
A cluster of 2 separate species, C5H7FNO in total at a distorted geometry. Source: OMol25; level of theory: ωB97M-V with the def2-TZVPD basis set.

Output
⟨S²⟩	2.01
largest force on an atom	0.1788	Eh/bohr
energy	-423.9326	hartree
multiplicity	3
net charge	+1
LUMO level (spin up / spin down)	-0.183 / -0.292	hartree
HOMO-LUMO gap (spin up / spin down)	6.382 / 5.913	eV
E_HOMO (spin up / spin down)	-11.35 / -13.87	eV

Last column: natural (NBO) charge in e.
Atoms and positions in Å:
C1 -3.59 0.62 0.39  -0.22
C2 0.14 -1.06 -1.57  -0.32
C3 -2.95 1.43 0.96  -0.28
C4 0.63 -1.12 -0.35  0.11
C5 1.31 0.76 0.74  0.59
N1 1.64 -0.29 0.12  -0.05
O1 2.85 -0.86 0.12  -0.47
F1 2.19 1.52 1.30  -0.23
H1 -4.33 -0.14 0.05  0.26
H2 3.63 -0.13 0.13  0.53
H3 -0.54 -1.87 -1.80  0.22
H4 0.33 -0.28 -2.28  0.21
H5 -2.31 2.28 1.22  0.24
H6 0.65 -2.01 0.16  0.20
H7 0.33 1.16 0.81  0.23

8.
An isolated molecule of C5H7FS at a distorted geometry. Source: OMol25; level of theory: ωB97M-V with the def2-TZVPD basis set.

Output
largest force on an atom	0.1013	Eh/bohr
energy	-692.7005	hartree
SMILES	F[C@H]1CC[C@H]2S[C@@H]12
LUMO level	0.032	hartree
HOMO-LUMO gap	9.637	eV
E_HOMO	-8.77	eV
energy above the lowest of the compared OMol25 structures with the same formula, charge and spin	125.43	kJ/mol

Last column: natural (NBO) charge in e.
Atoms and positions in Å:
C1 -1.09 -0.40 0.35  0.22
C2 -0.74 0.39 -0.98  -0.46
C3 0.67 0.02 -1.04  -0.42
C4 1.25 -0.16 0.44  -0.25
C5 0.17 -0.31 1.30  -0.34
H1 -1.39 -1.42 0.37  0.18
H2 -0.84 1.51 -0.61  0.24
H3 -1.45 0.21 -1.78  0.24
H4 0.88 -0.96 -1.60  0.21
H5 1.33 0.62 -1.62  0.22
H6 2.34 -0.28 0.45  0.27
H7 0.16 -0.77 2.20  0.24
F1 -2.25 0.28 0.91  -0.39
S1 0.98 1.28 1.59  0.03

9.
A structure of composition C5H7FeO5 at a distorted geometry. Source: OMol25; level of theory: ωB97M-V with the def2-TZVPD basis set.

Output
⟨S²⟩	8.75
largest force on an atom	0.0557	Eh/bohr
energy	-1834.4928	hartree
multiplicity	6
LUMO level (spin up / spin down)	-0.020 / -0.082	hartree
HOMO-LUMO gap (spin up / spin down)	7.548 / 6.297	eV
E_HOMO (spin up / spin down)	-8.10 / -8.54	eV
energy above the lowest of the compared OMol25 structures with the same formula, charge and spin	229.98	kJ/mol

Last column: natural (NBO) charge in e.
Atoms and positions in Å:
O1 0.47 2.78 2.58  -0.69
C1 -0.08 1.73 2.91  0.70
O2 0.07 0.98 3.87  -0.69
O3 -2.38 1.50 1.78  -0.58
C2 -1.21 1.22 1.81  0.68
O4 -0.78 0.41 0.78  -0.69
C3 0.62 0.17 0.55  -0.11
C4 0.72 -0.89 -0.52  -0.10
O5 -0.14 -0.53 -1.59  -0.63
C5 0.08 -1.28 -2.78  -0.25
Fe1 -2.08 0.20 -0.85  0.90
H1 1.09 -0.18 1.48  0.25
H2 1.08 1.11 0.21  0.22
H3 0.42 -1.88 -0.13  0.19
H4 1.77 -0.95 -0.86  0.21
H5 -0.67 -0.96 -3.51  0.21
H6 1.09 -1.09 -3.16  0.19
H7 -0.04 -2.36 -2.58  0.19

10.
A structure of composition C5H7I at a distorted geometry. Source: OMol25; level of theory: ωB97M-V with the def2-TZVPD basis set.

Output
largest force on an atom	0.1346	Eh/bohr
energy	-492.2750	hartree
LUMO level	0.023	hartree
HOMO-LUMO gap	9.490	eV
E_HOMO	-8.86	eV
energy above the lowest of the compared OMol25 structures with the same formula, charge and spin	192.70	kJ/mol

Last column: natural (NBO) charge in e.
Atoms and positions in Å:
C1 1.15 -1.08 -0.23  -0.44
C2 -1.19 -0.19 0.34  -0.45
C3 0.28 -0.48 0.89  -0.24
C4 1.06 0.33 -0.11  -0.19
C5 -0.67 0.79 -0.79  -0.35
I1 -1.08 2.84 -0.38  0.09
H1 2.02 -1.58 0.05  0.23
H2 0.76 -1.50 -1.13  0.22
H3 -1.90 -0.94 -0.01  0.22
H4 -1.59 0.39 1.21  0.22
H5 0.39 -0.50 1.97  0.23
H6 1.56 1.33 0.08  0.25
H7 -0.78 0.59 -1.91  0.22

11.
An isolated molecule of C5H7IO2 at a distorted geometry. Source: OMol25; level of theory: ωB97M-V with the def2-TZVPD basis set.

Output
largest force on an atom	0.0815	Eh/bohr
energy	-642.7887	hartree
LUMO level (spin up / spin down)	0.008 / 0.008	hartree
HOMO-LUMO gap (spin up / spin down)	8.519 / 8.518	eV
E_HOMO (spin up / spin down)	-8.29 / -8.29	eV
energy above the lowest of the compared OMol25 structures with the same formula, charge and spin	118.00	kJ/mol

Last column: natural (NBO) charge in e.
Atoms and positions in Å:
C1 -0.23 -1.73 -0.42  0.82
C2 0.46 0.50 0.77  -0.55
C3 1.12 -0.81 1.13  -0.07
C4 0.04 0.55 -0.64  -0.14
C5 -1.32 1.11 -0.79  -0.73
O1 -0.73 -2.58 -1.08  -0.55
O2 0.22 -1.83 0.75  -0.49
I1 1.52 1.01 -2.16  0.13
H1 -0.53 0.57 1.31  0.23
H2 1.12 1.35 0.90  0.23
H3 2.10 -0.98 0.64  0.20
H4 1.18 -0.98 2.28  0.21
H5 -1.42 1.68 -1.73  0.23
H6 -1.61 1.87 -0.10  0.22
H7 -1.92 0.28 -0.86  0.25

12.
A cluster of 2 separate species, C5H7N in total at a distorted geometry. Source: OMol25; level of theory: ωB97M-V with the def2-TZVPD basis set.

Output
largest force on an atom	0.0357	Eh/bohr
energy	-249.2190	hartree
LUMO level (spin up / spin down)	-0.014 / -0.007	hartree
HOMO-LUMO gap (spin up / spin down)	9.058 / 8.553	eV
E_HOMO (spin up / spin down)	-9.43 / -8.75	eV
energy above the lowest of the compared OMol25 structures with the same formula, charge and spin	667.37	kJ/mol

Last column: natural (NBO) charge in e.
Atoms and positions in Å:
C1 -2.71 -0.21 -0.25  -0.23
C2 1.49 1.18 -0.21  -0.43
C3 1.15 -0.82 0.84  -0.43
C4 0.88 -0.18 -0.51  -0.29
C5 0.54 0.52 0.71  0.12
N1 -2.44 0.70 0.51  -0.17
H1 -3.74 -0.46 -0.55  0.20
H2 -1.97 -0.88 -0.71  0.19
H3 2.54 1.26 0.05  0.19
H4 1.12 2.01 -0.80  0.22
H5 0.50 -1.63 1.13  0.21
H6 2.17 -0.92 1.20  0.19
H7 0.46 -0.58 -1.41  0.23